1.
ORCA calculation (the ωB97M-V functional and the def2-TZVPD basis) on a structure of composition C2F3NO5RbS in a non-equilibrium geometry.

Geometry as XYZ:
```
13
Properties=species:S:1:pos:R:3:forces:R:3:lowdin_charge:R:1
Rb -2.0867 0.0018 2.8828 0.779 -0.289 -1.443 0.8901
N -0.7880 -1.2680 -0.7006 -0.069 0.854 -0.308 -0.3839
S -1.1148 0.1818 -1.2102 -1.340 -0.384 0.931 0.5575
O -1.7340 0.1719 -2.5472 0.700 0.198 1.063 -0.3908
O -1.7386 1.0544 -0.1564 0.493 -0.403 -1.067 -0.4825
C 0.4380 1.1959 -1.5633 -1.267 -0.921 0.289 -0.7054
F 1.2008 0.5557 -2.4489 0.484 -0.003 -0.327 0.0994
F 1.1506 1.3655 -0.4476 0.488 0.208 0.331 0.0989
F 0.1519 2.4014 -2.0575 0.157 0.699 -0.258 0.0972
O -0.6108 -1.2878 0.6993 0.238 -0.086 1.341 -0.6018
O 1.0625 -0.9749 3.3418 -0.849 -0.530 -0.915 0.0751
C 1.5876 -1.4880 2.4130 1.202 0.913 0.771 -0.4331
O 2.4815 -1.9096 1.7949 -1.017 -0.256 -0.407 0.1794
```
Positions in Å, forces in eV/Å.

Results
HOMO level (spin up / spin down): -1.828 / -1.827 eV
spin multiplicity: 1
HOMO-LUMO gap (spin up / spin down): 0.114 / 0.114 Eh
charge: -1
LUMO energy (spin up / spin down): 1.272 / 1.272 eV
energy above the lowest of the compared OMol25 structures with the same formula, charge and spin: 0.925 eV

---

2.
ORCA calculation (the ωB97M-V functional and the def2-TZVPD basis) on the ion C5H15N2 with charge +1 in a non-equilibrium geometry.

Geometry as XYZ:
```
22
Properties=species:S:1:pos:R:3:forces:R:3:lowdin_charge:R:1
C -1.8236 -1.4562 -1.4794 2.728 0.424 -0.897 0.0281
N -0.7785 -1.0324 -0.4453 -1.500 0.188 0.631 0.0116
C -1.4637 -0.0692 0.5016 -0.011 0.809 0.260 -0.1395
C -0.5610 0.9618 1.1534 3.239 -0.795 -0.218 -0.1257
C 0.9733 0.4554 1.3746 -0.263 1.553 1.809 -0.1847
C 1.9241 0.9797 0.3221 1.475 -0.945 -0.724 -0.2782
N 1.7045 0.4084 -1.0390 0.978 -0.576 -0.838 -0.0356
H -2.5820 -2.0621 -1.0246 -0.251 -0.244 -0.058 0.1057
H -1.2242 -1.8711 -2.3036 -0.545 -0.935 0.477 0.1101
H -2.1479 -0.5570 -1.9747 -0.729 0.446 0.421 0.0966
H -0.4792 -1.8162 0.1290 0.344 -0.217 -0.402 0.1695
H 0.0347 -0.5628 -0.8862 0.110 0.143 -0.082 0.1081
H -2.1069 0.4423 -0.1892 -0.784 0.327 0.275 0.1103
H -2.0259 -0.6236 1.2426 -0.174 -0.322 -0.154 0.1379
H -0.4335 1.7960 0.4707 -0.196 0.208 -0.050 0.1071
H -0.7811 1.3891 2.1328 -1.090 -0.531 -0.303 0.1185
H 1.1529 -0.5772 1.7411 -0.413 0.287 -0.689 0.1156
H 1.2773 1.0579 2.2806 -0.201 -0.712 -0.723 0.1229
H 3.0260 0.8921 0.5669 -1.254 -0.192 0.317 0.1359
H 1.7644 2.0453 0.2286 -0.191 0.272 -0.109 0.1092
H 2.4870 0.7440 -1.6109 -0.779 1.205 -0.280 0.0918
H 2.0632 -0.5445 -1.1912 -0.493 -0.392 1.338 0.0848
```
Positions in Å, forces in eV/Å.

Results
HOMO level: -14.012 eV
spin multiplicity: 1
HOMO-LUMO gap: 0.407 Eh
charge: +1
LUMO energy: -2.944 eV
energy above the lowest of the compared OMol25 structures with the same formula, charge and spin: 1.438 eV

---

3.
ORCA calculation (the ωB97M-V functional and the def2-TZVPD basis) on a cluster of 6 separate species, C20H29BN5 in total in a non-equilibrium geometry.

Geometry as XYZ:
```
55
Properties=species:S:1:pos:R:3:forces:R:3:lowdin_charge:R:1
B -0.1741 -0.4644 -1.1699 -0.052 -1.084 -1.631 -0.4633
H 0.3659 -0.3534 -0.0859 0.458 0.325 0.044 -0.0859
H -1.2251 -1.1464 -0.8569 0.432 0.812 -0.481 -0.0636
H -0.4091 0.6886 -1.8029 0.263 -1.564 0.932 -0.0232
H 0.5589 -1.3754 -1.9959 -1.100 1.703 1.394 0.0016
N -3.5431 0.4696 0.2611 -0.499 -2.739 -0.783 -0.0546
C -4.6761 -0.3164 0.2311 -3.593 1.123 1.605 -0.1171
C -5.9731 0.5886 0.5361 7.542 -1.106 -0.649 -0.0524
C -5.2921 1.9126 0.6781 3.482 -4.900 -1.021 -0.0850
C -3.7621 1.7696 0.4851 -6.788 -1.522 0.441 -0.1122
H -2.6451 0.0016 -0.0129 -0.661 0.927 0.354 0.1063
H -4.6731 -1.4834 0.2531 0.382 2.563 -0.275 0.1123
H -6.8701 -0.0184 0.7541 0.276 1.401 -0.218 0.0563
H -5.7091 2.8356 0.7021 -1.355 2.529 0.437 0.0084
H -3.0041 2.4526 0.3951 1.422 1.670 -0.102 0.0649
N -0.3021 -3.5984 0.2651 -0.046 -3.897 0.756 0.0307
C 0.5069 -4.6684 -0.0659 -8.716 -2.792 7.745 -0.0745
C -0.0541 -5.8524 0.5831 0.880 1.837 -0.251 -0.0922
C -1.2001 -5.4324 1.3741 5.919 7.643 -7.231 -0.0373
C -1.3181 -3.9464 1.0411 2.804 -7.308 0.530 -0.0786
H -0.2041 -2.6874 0.0081 0.675 3.059 -1.441 0.0273
H 1.1469 -4.4844 -0.6929 7.133 1.209 -6.427 0.0022
H 0.4729 -6.8454 0.5021 -0.989 1.190 0.232 0.0848
H -1.7981 -5.8414 1.9721 -4.597 -3.785 4.600 -0.0247
H -2.0051 -3.2924 1.3051 -3.039 2.927 1.415 0.0471
N 2.1619 2.0456 -0.3169 1.283 -2.604 -1.251 -0.0688
C 3.5989 2.1206 -0.4559 -2.326 4.046 1.801 -0.1075
C 4.0319 3.4776 0.0211 -4.873 -3.972 -0.215 -0.1125
C 2.7599 4.0786 0.4841 -0.889 -0.522 -0.619 -0.1335
C 1.5429 3.1546 0.1831 2.562 1.440 1.774 -0.1306
H 1.6369 1.1036 -0.6059 1.098 2.639 0.890 0.1067
H 4.1489 1.2706 -0.7839 0.133 -0.338 -0.310 0.0728
H 5.0679 3.7236 0.1971 -0.232 0.434 -0.128 0.0577
H 2.7709 5.1296 0.9351 -0.528 -1.780 -0.711 0.0707
H 0.3689 3.0876 0.5531 3.593 0.522 -1.280 0.1451
N 3.3149 1.9286 -4.1399 0.560 -4.105 -4.168 -0.0122
C 2.4909 0.9036 -3.7999 4.316 -4.562 -2.463 -0.0761
C 3.0899 -0.3364 -4.4579 1.271 6.956 -1.446 -0.0541
C 4.1339 0.0906 -5.4419 -4.039 6.483 4.618 -0.0448
C 4.1279 1.6456 -5.2509 -0.186 -5.725 0.913 -0.0910
H 3.1679 2.8036 -3.8619 -0.815 4.283 1.366 0.0816
H 1.6759 0.9616 -3.1529 -0.878 0.155 1.156 0.0432
H 2.9599 -1.3094 -4.2519 -1.280 -3.129 0.802 0.0160
H 4.6409 -0.3854 -6.2079 0.870 -1.052 -1.040 0.0253
H 4.7029 2.3286 -5.8359 0.144 0.642 0.332 0.0604
N 0.0209 0.6076 4.1191 -4.133 -1.366 0.604 -0.0255
C -0.6381 0.0536 5.1961 -1.580 -1.467 1.080 -0.1483
C -2.0231 -0.2354 4.7881 6.092 4.362 -3.906 -0.0690
C -2.1591 0.3986 3.4191 5.174 -0.754 1.384 -0.0244
C -0.7831 0.7876 2.9811 -6.841 -4.128 10.555 -0.0361
H 0.9479 0.7976 4.1451 3.207 0.679 -0.102 0.0913
H -0.1121 -0.2154 6.3251 -1.487 0.970 -3.892 0.1590
H -2.6571 -0.5474 5.4891 -2.954 -1.273 2.113 0.0109
H -2.9641 0.5106 2.7611 -1.255 -0.192 -0.471 0.0214
H -0.2421 1.1066 2.3001 3.763 3.134 -7.361 -0.0051
```
Positions in Å, forces in eV/Å.

Results
HOMO level: -5.173 eV
spin multiplicity: 1
HOMO-LUMO gap: 0.297 Eh
charge: -1
LUMO energy: 2.913 eV
energy above the lowest of the compared OMol25 structures with the same formula, charge and spin: 2.282 eV

---

4.
ORCA calculation (the ωB97M-V functional and the def2-TZVPD basis) on a cluster of 2 separate species, C4H6N2 in total.

Geometry as XYZ:
```
12
Properties=species:S:1:pos:R:3:forces:R:3:lowdin_charge:R:1
C 1.1453 0.5559 -0.8814 -0.285 0.395 -0.300 -0.2065
N -0.0341 0.9792 -0.9525 0.575 0.089 -0.221 0.0976
C 0.2579 -0.4036 -1.5085 -0.078 -0.285 -0.254 -0.1564
H 2.1148 0.9343 -0.5815 -0.074 -0.112 -0.010 0.1158
H 0.2226 -0.4819 -2.5941 0.007 -0.084 0.172 0.0779
H -0.1402 -1.2626 -0.9575 0.159 0.303 -0.096 0.0785
C -1.4678 0.2993 1.2260 -0.023 -0.172 0.238 -0.0194
C -0.3624 -0.3206 1.5451 0.259 -0.060 -0.132 -0.2930
N 0.7328 -0.8556 1.7121 -0.712 0.325 0.004 0.1347
H -2.1943 -0.1771 0.5768 0.056 -0.020 0.244 0.0689
H -1.6079 1.3355 1.5047 -0.022 -0.146 0.101 0.0659
H 1.3332 -0.6029 0.9109 0.137 -0.233 0.254 0.0359
```
Positions in Å, forces in eV/Å.

Results
HOMO level: -9.166 eV
spin multiplicity: 1
HOMO-LUMO gap: 0.377 Eh
LUMO energy: 1.093 eV
energy above the lowest of the compared OMol25 structures with the same formula, charge and spin: 4.247 eV